Entry 1:
C3H2ClF | ωB97M-V with the def2-TZVPD basis set

Values from the calculation:
LUMO level (eV): -1.03
Energy above the lowest of the compared OMol25 structures with the same formula, charge and spin (kcal/mol): 100.7
HOMO energy (eV): -8.81
Orbital gap (hartree): 0.286
Maximum force (eV/A): 1.1

Geometry as XYZ:
```
7
Properties=species:S:1:pos:R:3:forces:R:3:nbo_charge:R:1
C -0.318452 1.250772 -0.436190 0.18 0.89 -0.22 0.443
Cl 1.984297 -0.854034 0.217970 0.59 0.38 0.31 0.093
H -0.704020 -0.248372 0.985539 -0.12 0.00 0.19 0.298
H -1.510114 -0.496206 -0.603480 0.11 0.09 0.10 0.250
C 0.480302 -1.209681 -0.375126 -0.91 -0.45 -0.44 0.026
F 0.664017 1.733482 0.315401 -0.50 -0.65 -0.13 -0.329
C -0.596028 -0.175959 -0.104115 0.65 -0.25 0.20 -0.782
```
Positions in Å, forces in eV/Å.



Entry 2:
C31H27BrN6O2Ti | ωB97M-V with the def2-TZVPD basis set

Values from the calculation:
LUMO level (spin up / spin down) (eV): -5.90 / -6.10
Energy above the lowest of the compared OMol25 structures with the same formula, charge and spin (kcal/mol): 0.0
⟨S²⟩: 2.008
Charge: +2
HOMO energy (spin up / spin down) (eV): -12.42 / -14.28
Orbital gap (spin up / spin down) (hartree): 0.240 / 0.300
Multiplicity: 3
Maximum force (eV/A): 0.3

Geometry as XYZ:
```
68
Properties=species:S:1:pos:R:3:forces:R:3:lowdin_spin:R:1
H 3.222397 -2.422008 -0.168532 0.00 0.01 0.00 0.000
H 0.904294 -3.793981 -3.576462 0.01 0.01 0.00 0.000
H -0.196238 -2.010814 4.369897 0.00 0.00 0.00 0.000
H -2.586787 -1.659120 -4.707626 0.00 -0.01 0.00 0.000
Ti 0.048576 0.278921 -0.296584 -0.14 0.28 0.06 1.687
O 3.589012 2.651060 -0.480508 -0.03 -0.11 0.02 0.021
H 2.235630 5.028368 -0.753777 0.00 -0.01 0.00 -0.001
C -1.125173 4.547796 -0.701775 -0.03 0.04 -0.01 -0.001
C -1.085868 3.171736 -0.563286 0.01 0.00 0.02 0.030
H -3.666703 0.018306 0.403045 0.00 -0.01 0.00 0.000
C 1.213848 3.152427 -0.552864 0.08 0.05 0.02 0.031
H 5.022574 1.495735 -1.421459 -0.02 -0.02 -0.03 0.000
C -2.235606 2.256247 -0.595577 -0.06 0.09 -0.09 0.026
N -0.583081 -3.630782 -2.031983 -0.07 0.00 0.04 0.003
H -2.073028 5.061046 -0.786059 0.00 -0.01 0.00 -0.001
H -0.270646 -1.768277 1.913245 0.01 0.00 -0.01 0.003
H -5.190032 1.693521 -0.339607 -0.01 -0.01 -0.02 0.000
H -4.948800 -3.832002 -1.872167 0.00 0.01 0.00 0.000
C -3.042676 -1.736604 -3.729140 0.01 0.02 0.00 0.000
C -0.056710 -1.041270 3.914172 -0.03 -0.02 -0.02 -0.001
Br 0.308106 -0.040545 6.541528 -0.01 0.00 -0.04 0.002
C 3.524139 -0.624339 3.233516 -0.02 -0.01 0.02 0.000
C -3.520802 -0.773643 -1.571328 0.05 0.04 -0.02 0.001
O -3.451224 2.739606 -0.747789 0.01 -0.08 0.06 0.015
C 0.299296 1.353823 2.671774 -0.06 -0.05 0.03 0.011
N -2.066836 0.983562 -0.545003 -0.14 -0.04 -0.08 0.004
H -1.666371 -2.787253 -0.408334 0.00 0.00 0.00 0.001
C -3.767432 -2.871904 -3.384437 -0.01 -0.02 0.00 0.000
C -0.106159 -0.899779 2.541367 0.09 -0.02 0.05 0.011
H 3.587037 -0.393488 -1.301944 0.03 0.00 0.00 0.000
H 0.554786 2.212115 4.613051 0.00 -0.01 0.01 0.000
N 2.129218 0.953527 -0.603724 0.03 -0.11 -0.02 0.000
H 3.635333 -0.120942 4.185520 -0.01 -0.01 0.00 0.000
C 4.437728 1.455632 -0.507004 -0.06 0.05 0.05 0.000
H -4.719969 -1.979340 -0.260171 0.01 0.01 0.00 0.000
C 0.187347 0.087145 4.680597 0.03 0.01 0.02 0.006
C 3.441137 -0.532901 0.824882 0.01 0.16 0.05 0.000
C 3.288750 -1.911755 0.786216 0.02 -0.05 -0.02 0.000
H 0.092452 6.312789 -0.842882 0.00 0.00 0.00 0.002
H 5.094299 1.505065 0.356221 0.03 0.00 -0.01 0.000
C 2.346357 2.216539 -0.550350 0.09 0.12 0.01 0.036
C 0.364469 1.311167 4.047459 0.01 0.05 0.01 -0.001
H -3.882830 -3.678480 -4.096981 0.00 0.00 0.00 0.000
H 3.666215 1.185785 2.110601 0.00 0.01 -0.01 0.000
C 3.440086 0.275717 -0.454024 0.03 -0.03 -0.03 0.000
C 0.083412 5.236458 -0.741654 -0.02 -0.06 0.01 0.033
H -1.135869 -4.457117 -2.196470 0.02 -0.01 -0.01 0.000
C -3.424406 0.376205 -0.600527 0.11 -0.01 0.01 0.001
H 0.432489 2.290800 2.146941 0.02 0.01 0.00 0.001
N 0.057370 2.493368 -0.452903 0.04 -0.12 0.06 0.021
C -4.240522 -1.911584 -1.230730 -0.02 0.00 0.02 0.000
H -4.595400 1.586224 -2.020512 -0.02 -0.02 0.00 0.000
C -2.923962 -0.690495 -2.827565 -0.02 -0.01 0.03 0.001
C 3.381820 -2.007018 3.187233 -0.01 0.01 0.02 0.000
C 0.892902 -2.047485 -2.198162 0.06 0.01 -0.03 0.007
C 3.258659 -2.648439 1.965257 0.01 -0.01 -0.03 0.000
H 1.713793 -1.410608 -2.480645 0.00 0.00 0.00 0.001
C -0.837079 -2.714437 -1.091519 0.05 0.01 0.03 0.014
H 3.383677 -2.583176 4.103510 0.00 0.01 0.00 0.000
C 1.278554 4.530063 -0.684629 0.02 0.01 -0.02 0.000
C -4.367174 -2.958484 -2.136623 -0.01 -0.01 0.01 0.000
N 0.067502 0.270792 1.914097 0.02 0.03 -0.11 0.015
C 3.547100 0.108231 2.058686 -0.01 -0.04 -0.03 0.000
H -2.370356 0.199173 -3.107294 0.00 0.00 -0.01 0.001
H 3.166874 -3.725910 1.924962 0.00 0.00 0.00 0.000
C 0.508214 -3.223697 -2.755511 0.03 0.02 0.00 0.002
N 0.045845 -1.730057 -1.148726 -0.08 -0.19 -0.03 0.018
C -4.313586 1.578796 -0.968943 -0.02 0.10 0.01 0.000
```
Positions in Å, forces in eV/Å.



Entry 3:
C36H48N6O2STl | ωB97M-V with the def2-TZVPD basis set

Values from the calculation:
LUMO level (eV): -8.37
Energy above the lowest of the compared OMol25 structures with the same formula, charge and spin (kcal/mol): 3.1
Charge: +3
HOMO energy (eV): -14.52
Orbital gap (hartree): 0.226
Maximum force (eV/A): 2.3

Geometry as XYZ:
```
94
Properties=species:S:1:pos:R:3:forces:R:3:mulliken_charge:R:1
H 14.365947 8.684137 7.893729 -0.03 0.29 0.05 0.756
C 11.459381 10.181223 5.996360 0.26 -0.14 -0.87 -0.126
C 14.490192 11.146090 10.168696 -0.80 1.07 0.07 -0.872
N 11.993575 16.956494 7.348789 0.38 1.12 1.93 0.216
C 9.982793 10.300078 5.668384 -0.53 1.20 0.10 -0.730
H 10.448580 19.096615 7.753115 0.17 0.05 0.71 0.346
H 10.075550 17.488691 11.089188 -0.07 0.14 0.03 0.250
H 11.654007 8.104488 5.408916 -0.08 -0.20 -0.42 0.548
S 10.683703 15.337565 9.002144 0.37 -0.11 0.38 -0.043
H 7.743462 12.164630 14.796131 0.07 -0.12 -0.72 0.527
C 6.603961 12.364761 12.978019 -0.31 -0.09 0.77 -0.379
N 11.689850 12.605225 12.021308 0.42 -0.94 0.11 -0.172
C 13.137915 11.293783 10.497532 0.12 0.40 1.58 1.194
H 6.009870 13.112364 13.429976 -0.64 0.93 0.14 0.583
C 10.805852 14.781212 12.788425 -0.20 -1.09 -0.01 -0.220
N 8.792300 13.933608 11.568926 0.66 0.03 0.25 0.071
H 10.208830 19.705743 9.469098 0.33 -0.23 -0.78 0.505
H 11.698512 10.681994 6.892990 0.15 1.02 1.07 0.054
N 11.223598 17.914812 9.332406 0.46 0.08 0.42 0.233
C 9.273905 14.632249 12.797011 0.64 -0.68 -0.77 -0.673
H 12.589103 15.184353 6.350966 -0.05 0.27 0.01 0.283
N 11.381285 8.153260 7.438075 0.22 0.28 -0.90 0.009
N 9.324748 11.307904 6.551363 0.61 0.08 0.21 0.326
H 12.646479 13.761101 13.396921 0.00 0.31 0.46 0.660
C 12.666090 9.468084 8.987376 -0.80 1.12 0.92 -0.229
O 10.913633 10.367873 10.339509 0.12 -0.62 -0.59 -1.111
C 8.131042 14.590181 10.693662 0.53 -0.22 -0.26 -0.694
C 6.960355 10.755635 11.239448 -0.07 1.31 0.18 -0.670
C 6.245340 11.831582 11.766692 0.18 -0.89 -0.91 -0.540
H 6.693218 10.347293 10.296943 -0.28 -0.36 -0.67 0.510
C 14.924522 10.308247 9.169509 1.19 -0.53 -0.29 -0.192
C 6.823566 13.962736 6.699421 0.05 0.43 0.82 -0.655
H 9.433442 9.381479 5.841539 -0.01 -0.28 -0.21 0.360
H 5.766307 16.477598 6.250039 -0.06 0.78 -0.88 0.401
C 8.111483 10.288924 11.892481 -0.08 0.30 1.29 -0.596
H 11.073260 8.064418 9.454126 0.10 0.06 -0.41 0.608
C 11.399206 16.821699 8.575121 -0.48 -0.48 -1.21 -0.402
H 16.735860 11.350497 8.793221 0.05 -0.84 0.15 0.400
C 7.761753 14.220306 9.343967 -1.40 -1.04 -0.41 1.396
C 11.616130 13.511491 13.161759 -0.38 1.28 -0.54 -0.999
H 13.043157 8.707906 6.320965 -1.10 0.27 -0.51 0.242
H 11.910548 16.555384 5.379823 -0.02 -0.57 0.13 0.354
C 6.266573 14.959566 7.527665 -0.69 -0.93 -1.24 -0.121
C 12.858213 12.226754 11.620673 0.02 0.57 -0.42 -0.179
C 5.229382 15.952327 7.002692 0.28 -1.80 0.07 -1.598
H 12.996737 18.610321 6.424699 0.13 -0.34 0.10 0.332
C 8.392242 10.775630 13.217900 -0.37 0.83 0.53 0.719
C 14.016287 9.464270 8.570504 -0.86 -0.48 0.29 -0.276
C 7.602037 11.847426 13.748906 1.41 -1.77 0.05 -0.716
H 5.392028 12.250016 11.263117 -0.17 -0.12 -0.28 0.531
H 4.396967 15.377083 6.561785 0.26 0.51 0.07 0.383
H 8.210124 12.230332 5.177763 -0.57 0.24 -0.82 0.614
H 11.129375 13.075740 14.024466 0.08 -0.62 0.18 0.071
H 16.577870 9.892489 7.881429 0.30 -0.86 -1.56 0.463
H 9.878235 10.626628 4.623791 -0.33 -0.25 0.35 0.456
C 10.910765 19.218410 8.755719 -0.29 0.57 -0.23 -1.136
H 13.406591 18.319081 8.123181 -0.10 0.17 0.24 0.406
H 9.859429 10.863896 14.816772 -0.82 -0.69 -0.06 0.352
H 9.082925 9.230130 14.526020 -0.08 -0.46 0.44 0.424
C 7.772497 13.036007 7.190251 0.19 0.74 -0.66 0.064
H 7.840354 15.582596 11.004850 -0.28 0.39 -0.11 0.366
H 11.820742 17.162846 11.186260 0.34 -0.49 0.23 0.393
H 8.817350 15.611565 12.892948 -0.27 0.08 -0.11 0.675
Tl 9.702925 11.959494 11.088933 0.03 0.82 -0.10 2.054
C 8.224934 13.140576 8.546993 0.65 0.39 0.32 1.222
H 6.279561 15.699603 9.504892 -0.03 -0.03 -0.29 0.458
H 6.541647 13.880509 5.660463 -0.12 0.13 -0.18 0.517
H 9.608455 11.386531 7.551877 -0.23 -0.30 -0.41 -0.068
H 11.317640 18.865427 11.163197 -0.58 -1.47 -0.14 0.549
H 8.668522 9.439292 11.518205 -0.05 -0.16 0.03 0.934
H 10.857407 15.535216 6.429617 -0.09 -0.06 -0.25 0.262
H 11.125331 15.088434 11.819575 0.17 0.40 -0.91 -0.364
C 9.444424 10.134528 14.082051 1.36 1.59 -0.57 -1.466
H 10.345295 9.939478 13.483018 -0.28 -0.55 -0.06 0.229
H 15.202285 11.807071 10.671152 -0.11 -0.30 -0.14 0.451
H 10.810398 7.356555 7.275330 -0.82 -0.64 0.13 0.349
H 11.776533 19.888710 8.638182 -0.14 -0.29 0.14 0.294
C 11.647928 8.513295 8.634166 0.44 -0.07 0.71 -0.421
C 8.433754 12.190374 6.214810 0.01 -0.42 1.70 -0.548
C 11.071864 17.816111 10.790905 0.41 1.92 -0.49 -1.170
C 6.701902 14.960961 8.818516 0.48 1.36 1.24 -1.319
H 11.053147 15.572439 13.455334 0.27 0.57 0.77 0.707
H 4.850873 16.644668 7.735971 0.01 0.08 0.34 0.382
C 11.929145 8.772523 6.205924 1.80 -0.94 0.34 -1.006
C 12.166544 10.417398 9.961952 1.15 -0.41 -0.24 0.327
H 8.984864 13.999845 13.613419 -0.27 -0.08 0.69 0.063
O 9.148316 12.325320 8.970573 0.28 -0.64 0.17 -0.857
H 12.063309 10.659244 5.207194 -0.17 -0.31 0.31 0.485
C 16.400771 10.286453 8.829201 -0.34 1.59 1.50 -1.756
H 14.035760 17.209068 6.949073 -0.21 0.19 -0.28 0.380
H 13.751733 12.728053 12.122384 -0.98 -0.87 -0.63 0.265
H 16.988732 9.740666 9.579704 -0.16 0.19 -0.21 0.352
C 11.836502 15.988337 6.323415 -0.10 -0.24 -0.95 -0.908
C 13.167997 17.837559 7.187054 -0.25 -0.10 -0.02 -1.148
```
Positions in Å, forces in eV/Å.



Entry 4:
C3HOSr | ωB97M-V with the def2-TZVPD basis set

Values from the calculation:
LUMO level (spin up / spin down) (eV): -6.26 / -6.25
Charge: +1
HOMO energy (spin up / spin down) (eV): -9.22 / -9.19
Orbital gap (spin up / spin down) (hartree): 0.109 / 0.108
Maximum force (eV/A): 3.1

Geometry as XYZ:
```
6
Properties=species:S:1:pos:R:3:forces:R:3:nbo_charge:R:1
H 0.019723 -2.444691 -0.951165 -0.20 0.26 0.16 0.156
C 0.611946 -0.423888 -0.922063 -0.89 0.10 2.63 -0.281
O -0.256362 1.100485 0.877903 -0.55 0.63 0.64 -0.913
Sr -1.129855 3.264013 1.319894 0.71 -1.70 -0.36 1.723
C 0.636099 -1.694647 -0.427045 0.76 -1.15 -0.65 -0.160
C 0.118449 0.198729 0.102477 0.18 1.86 -2.43 0.475
```
Positions in Å, forces in eV/Å.